{
  "formula": "C3H5O4Sm",
  "method": "the ωB97M-V functional and the def2-TZVPD basis",
  "symbols": ["H", "C", "O", "C", "O", "O", "H", "H", "H", "C", "O", "H", "Sm"],
  "coordinates": [[0.3928, 1.6707, -1.3252], [0.9469, 0.7272, -1.3284], [-0.0517, -0.2262, -1.7342], [-0.1117, -1.3458, -1.0601], [0.5867, -1.5314, 0.0234], [-0.9710, -2.2189, -1.2895], [1.7051, -0.1446, -0.6834], [1.8619, 0.8977, -1.9015], [-1.4340, 1.5359, 1.1114], [-0.7393, 1.1199, 1.8625], [-1.0337, -0.0107, 2.3383], [-0.0236, 1.7608, 2.4033], [-1.1284, -2.2345, 1.5836]],
  "forces_ev_per_angstrom": [[0.5845, 0.0142, 1.5429], [2.7856, -3.0793, 0.9964], [0.5338, 0.2350, -1.6424], [-1.0988, -2.1835, 2.2545], [0.3228, 0.6120, 0.7837], [-0.7733, 0.7080, -0.4174], [-2.4516, 3.6738, 0.4597], [-0.9339, -0.1221, -1.9127], [0.7565, -0.0394, -0.1899], [-1.9982, -1.8175, 2.0341], [1.0949, 2.6824, -1.2412], [0.1753, -0.3222, -0.5645], [1.0024, -0.3613, -2.1033]],
  "relative_energy_kcal_mol": 67.9,
  "multiplicity": 7,
  "lumo_energy_ha": [-0.182, -0.181],
  "s_squared": 12.0074,
  "gap_ev": [7.64, 7.79],
  "charge": 1
}


{
  "formula": "C43H46CsF10IN12O6S2",
  "method": "the ωB97M-V functional and the def2-TZVPD basis",
  "symbols": ["Cs", "C", "C", "C", "C", "C", "N", "C", "C", "C", "N", "C", "C", "C", "C", "C", "C", "C", "C", "N", "C", "C", "C", "N", "C", "C", "C", "C", "O", "C", "O", "H", "H", "H", "H", "H", "H", "H", "H", "H", "H", "H", "H", "H", "H", "H", "H", "H", "H", "H", "H", "H", "H", "H", "H", "H", "H", "H", "H", "C", "C", "N", "C", "C", "C", "C", "N", "C", "C", "F", "C", "F", "C", "C", "F", "C", "F", "H", "H", "H", "H", "H", "H", "H", "H", "H", "H", "H", "H", "H", "H", "H", "F", "C", "F", "F", "S", "O", "O", "N", "S", "O", "O", "C", "F", "F", "F", "I", "C", "C", "N", "N", "C", "H", "H", "H", "N", "C", "N", "C", "N"],
  "coordinates": [[-0.1456, -0.9789, 0.1857], [-0.6355, -2.7690, 7.5963], [-0.0330, -2.3322, 6.2954], [1.0481, -2.9815, 5.7356], [1.5942, -2.5959, 4.5088], [2.6625, -3.4125, 3.9518], [3.3864, -3.0725, 2.9671], [4.3332, -4.0690, 2.4807], [4.7295, -3.7125, 1.0522], [5.7261, -2.5595, 1.0674], [5.6545, -1.7589, -0.1469], [4.9663, -0.5936, -0.1749], [4.8965, 0.3732, 0.7923], [5.8278, 0.5212, 1.8831], [5.7638, 1.5631, 2.7412], [6.7572, 1.7841, 3.8411], [4.6819, 2.4995, 2.5855], [3.7462, 2.4202, 1.6146], [2.6177, 3.3563, 1.6345], [1.4604, 3.0082, 1.2887], [0.3957, 3.9593, 1.4606], [-0.5952, 3.4671, 2.5208], [-1.1210, 2.0629, 2.2550], [-0.2672, 1.0673, 2.8903], [-0.8191, 0.2151, 3.6408], [-0.0829, -0.8599, 4.3422], [-0.5869, -1.2834, 5.5621], [1.0381, -1.5199, 3.8075], [1.5200, -1.1399, 2.6187], [3.8307, 1.3692, 0.5768], [3.0744, 1.3313, -0.3828], [-0.0182, -3.5288, 8.0759], [-1.6275, -3.1951, 7.4475], [-0.7372, -1.9354, 8.2925], [1.4815, -3.8390, 6.2386], [2.7861, -4.3948, 4.4284], [2.2080, -1.7851, 2.3590], [3.9014, -5.0720, 2.5320], [5.2213, -4.0542, 3.1274], [3.8253, -3.3939, 0.5251], [5.1268, -4.5813, 0.5222], [6.7485, -2.9246, 1.2216], [5.4775, -1.9080, 1.9011], [5.5282, -2.3161, -0.9802], [4.3899, -0.4072, -1.0777], [6.6480, -0.1807, 1.9731], [7.4836, 0.9741, 3.8741], [6.2650, 1.8347, 4.8142], [7.3034, 2.7209, 3.7099], [4.6002, 3.3008, 3.3168], [2.8302, 4.3600, 2.0480], [-0.1147, 4.0484, 0.4804], [0.7734, 4.9579, 1.7397], [-1.4239, 4.1777, 2.5796], [-0.1089, 3.4638, 3.5003], [-1.0978, 1.8711, 1.1817], [-2.1665, 1.9673, 2.5879], [-1.9034, 0.2222, 3.8304], [-1.4780, -0.7892, 5.9361], [-0.3903, -1.8396, -6.0371], [0.6927, -2.1167, -5.0057], [0.8608, -1.0522, -4.0364], [1.4219, -1.4577, -2.7848], [2.8222, -2.0888, -2.8108], [1.4557, 0.1726, -4.5207], [0.4540, 1.2717, -4.8290], [-0.0133, 1.7749, -3.5557], [-0.6156, 2.9159, -3.4688], [-1.0736, 3.3635, -2.1654], [-0.9074, 2.5256, -1.0936], [-1.6778, 4.5575, -1.9371], [-2.0396, 4.8629, -0.6535], [-1.9555, 5.4863, -2.9414], [-1.5801, 5.0737, -4.2143], [-1.8413, 5.8999, -5.2710], [-0.9634, 3.8733, -4.4835], [-0.7066, 3.5939, -5.8061], [-0.5210, -2.7085, -6.6837], [-0.1400, -0.9887, -6.6677], [-1.3353, -1.6216, -5.5433], [1.6402, -2.3322, -5.5428], [0.4293, -3.0247, -4.4546], [0.7345, -2.1861, -2.3528], [1.4308, -0.5800, -2.1488], [2.8423, -2.9762, -3.4421], [3.1007, -2.4068, -1.8039], [3.5698, -1.3869, -3.1871], [2.0641, -0.0308, -5.4225], [2.1389, 0.5642, -3.7603], [-0.3492, 0.8684, -5.4577], [0.9769, 2.0247, -5.4521], [-2.4225, 6.4338, -2.7472], [-3.8413, -4.0797, -0.6337], [-2.9559, -4.6878, -1.4002], [-3.3080, -4.5007, -2.6822], [-2.9904, -5.9931, -1.1522], [-1.2629, -3.9790, -1.1759], [-1.4483, -2.5485, -1.1654], [-0.4686, -4.5300, -2.2410], [-0.8986, -4.5935, 0.2542], [0.5791, -4.3855, 0.7309], [0.7632, -4.7775, 2.0937], [1.1429, -3.1181, 0.2959], [1.5846, -5.6643, -0.2126], [2.5679, -6.1438, 0.5752], [2.1756, -5.1446, -1.2884], [0.8481, -6.7052, -0.5904], [-7.4131, 0.4886, 0.6008], [-5.4417, 0.8890, 0.1788], [-4.8720, 2.1305, 0.0087], [-3.5714, 1.9049, -0.2385], [-3.2647, 0.6039, -0.2529], [-4.3914, -0.0300, 0.0002], [-5.2887, 3.1199, 0.0318], [-2.8540, 2.5742, -0.4846], [-4.4102, -1.1029, 0.0647], [-5.4807, -4.8509, 1.7905], [-4.5484, -4.3246, 2.2382], [-3.5613, -3.7880, 2.8912], [-2.7418, -2.9404, 2.3730], [-1.9404, -2.1566, 2.0543]],
  "forces_ev_per_angstrom": [[0.1815, 4.5648, 0.8157], [-0.0082, -0.0622, 0.1380], [0.1129, 0.0587, -0.1782], [-0.0776, 0.0143, -0.0186], [-0.0958, -0.0473, 0.1607], [-0.0024, -0.0303, 0.0947], [-0.0245, -0.1011, -0.0245], [0.0568, 0.0074, -0.0539], [-0.0761, -0.0633, 0.0325], [0.1835, 0.0095, 0.1734], [-0.1709, 0.1208, -0.2080], [0.0689, -0.0380, -0.0327], [0.1150, -0.1268, -0.0381], [-0.0043, 0.0599, 0.1124], [-0.0541, -0.1443, -0.1997], [0.0618, -0.0517, 0.0192], [-0.0930, 0.0356, -0.0597], [0.1812, -0.0164, 0.0815], [-0.0999, 0.0423, 0.0460], [0.0996, 0.0746, 0.0537], [-0.3834, 0.1909, -0.4404], [0.1577, 0.1791, -0.0745], [-0.0568, -0.3021, 0.1312], [-0.1194, -0.0410, 0.0449], [0.0416, 0.1262, -0.1294], [-0.0837, -0.0687, 0.1403], [0.0238, -0.0350, -0.1288], [-0.0480, 0.2202, -0.0204], [0.0346, -0.0553, 0.2211], [-0.1172, 0.0826, -0.0722], [0.0792, -0.0646, 0.0009], [0.0142, -0.0200, 0.0095], [-0.0749, -0.0212, -0.0212], [-0.0063, 0.0425, 0.0209], [0.0150, -0.0436, 0.0432], [0.0241, 0.0243, -0.0046], [0.2950, 0.0115, -0.0018], [-0.0313, 0.0139, -0.0378], [0.0141, -0.0489, -0.0498], [0.0005, -0.0516, 0.0280], [0.0374, -0.0108, 0.0227], [-0.0781, 0.0123, 0.0193], [-0.0220, -0.0164, 0.0021], [-0.0321, 0.0510, 0.0096], [0.0130, 0.0121, 0.0252], [0.0344, -0.0389, -0.0160], [0.0576, -0.0429, 0.0163], [-0.0336, -0.0078, 0.0406], [0.0097, 0.0491, -0.0251], [-0.0200, 0.0193, -0.0006], [-0.0533, -0.0505, -0.0156], [0.1843, -0.0235, 0.6320], [-0.0009, -0.0121, 0.0178], [-0.0134, -0.0140, -0.0929], [0.0343, 0.0631, 0.0212], [-0.0451, -0.0025, -0.0366], [0.0525, -0.0318, -0.0026], [0.0585, 0.0072, -0.0084], [-0.0150, 0.0102, 0.0214], [0.0150, 0.0326, 0.0397], [0.1837, -0.0034, 0.1238], [-0.0892, 0.1123, -0.3267], [-0.0398, -0.7580, 0.4373], [-0.0472, 0.0656, -0.0982], [0.2501, -0.0385, -0.7649], [0.3344, 0.3417, 0.0926], [-0.0300, -0.2029, -0.1457], [-0.2407, 0.0383, 0.2648], [0.1582, -0.2543, -0.0290], [0.0505, 0.1121, -0.3460], [-0.0753, 0.3280, -0.1286], [-0.1223, -0.0477, 0.0035], [0.0961, -0.2051, -0.1019], [0.0250, -0.0384, -0.1287], [0.0305, -0.1228, 0.2408], [-0.1249, 0.3412, -0.2995], [-0.0717, 0.0718, 0.3221], [-0.0105, -0.0611, -0.0324], [0.0530, 0.0740, -0.0546], [-0.0614, 0.0044, 0.0502], [-0.0341, 0.0039, 0.0313], [0.0038, 0.0463, 0.0174], [0.1027, -0.0546, 0.1153], [0.0660, 0.1473, 0.1231], [-0.0120, -0.0848, -0.0705], [-0.0054, 0.0361, 0.0852], [0.0659, 0.0582, -0.0181], [-0.0012, -0.0155, -0.0166], [-0.0603, 0.0322, -0.0833], [-0.0825, 0.0249, 0.1033], [-0.1185, -0.0891, 0.2413], [-0.0445, 0.1133, 0.0198], [0.0916, 0.1257, 0.0543], [-0.2604, -0.0463, -0.0090], [0.1503, 0.0512, 0.0603], [0.1695, -0.0611, 0.0024], [-0.1209, -0.2204, -0.0561], [-1.3213, -1.8844, -1.2990], [-0.0457, -0.0436, -0.0842], [0.2140, 0.1164, -0.3050], [-0.0379, -0.1802, -0.1405], [-0.1321, -0.0431, -0.0105], [1.1062, -2.0730, 0.2151], [0.1586, -0.0846, -0.0817], [0.0251, 0.0903, 0.1098], [-0.0433, 0.0572, -0.0014], [-0.0957, 0.0336, 0.0291], [-0.0990, -0.0157, 0.0230], [0.0186, 0.1434, -0.0272], [-0.0529, -0.0916, -0.0051], [0.0711, 0.0182, -0.1576], [0.2926, 0.0077, -0.0347], [-0.0747, 0.0014, 0.1293], [-0.0439, 0.0794, 0.0193], [-0.0289, -0.0955, 0.0924], [-0.0035, -0.1300, 0.0233], [-0.2832, -0.2031, -0.2096], [-0.4099, -0.1142, 0.0247], [0.1885, -0.1654, 0.4885], [0.2239, 0.2497, 0.1022], [-0.1206, 0.0512, 0.1769]],
  "relative_energy_kcal_mol": 15.4,
  "lumo_energy_ha": 0.118,
  "gap_ev": 5.01,
  "charge": -2
}


{
  "formula": "C16H20DyF3O4S",
  "method": "the ωB97M-V functional and the def2-TZVPD basis",
  "symbols": ["Dy", "C", "C", "C", "H", "C", "C", "H", "H", "H", "H", "C", "C", "C", "H", "C", "C", "H", "H", "H", "H", "O", "C", "C", "C", "C", "C", "H", "H", "H", "H", "H", "H", "H", "H", "H", "H", "F", "C", "F", "F", "S", "O", "O", "O"],
  "coordinates": [[-0.8544, 0.0127, -0.2526], [-2.5046, -2.1347, 0.2358], [-1.5569, -2.4235, -0.7964], [-0.2639, -2.5466, -0.1903], [-1.7816, -2.5991, -1.8493], [-0.4242, -2.3509, 1.2187], [-1.8055, -2.1165, 1.4757], [-2.2592, -1.9962, 2.4611], [-3.5853, -2.0550, 0.1008], [0.6591, -2.8334, -0.6968], [0.3707, -2.4602, 1.9602], [-1.3836, 2.2435, 1.3982], [-1.8137, 1.2349, 2.3097], [-0.6614, 0.5217, 2.7442], [-2.8322, 1.1024, 2.6782], [0.4853, 1.0764, 2.1046], [0.0412, 2.1590, 1.2759], [0.6866, 2.8525, 0.7337], [-2.0093, 3.0156, 0.9582], [-0.6374, -0.2765, 3.4862], [1.5253, 0.8059, 2.2984], [0.4948, -0.0850, -1.8264], [3.7721, -0.1465, -0.1644], [3.2664, -0.3272, -1.5505], [3.7268, -1.2908, 0.7528], [4.0804, 1.1992, 0.3309], [1.8021, -0.1170, -2.3489], [3.5302, -1.3569, -1.8480], [3.9029, 0.3206, -2.1818], [1.9435, 0.8089, -2.9257], [1.8032, -0.9513, -3.0606], [4.7450, -1.5702, 1.0803], [3.2888, -2.1742, 0.2634], [3.1415, -1.0907, 1.6702], [5.1403, 1.4571, 0.1540], [3.9179, 1.2998, 1.4138], [3.4816, 1.9759, -0.1749], [-5.7014, 2.0267, -1.5787], [-4.7145, 1.1595, -1.3034], [-4.5552, 1.0885, 0.0524], [-5.0553, -0.0767, -1.7456], [-3.1035, 1.6486, -2.0908], [-3.3746, 1.8722, -3.4823], [-2.5632, 2.7342, -1.2964], [-2.3647, 0.3634, -1.7935]],
  "forces_ev_per_angstrom": [[1.8261, -0.2347, 1.2571], [0.5090, -0.4637, 0.0739], [0.3184, -0.5918, 0.4940], [-0.8405, -0.5537, 0.3489], [0.1003, 0.3126, 0.3434], [-0.3754, -0.2563, -0.6665], [0.1108, -0.2082, -0.4855], [0.1928, 0.2085, -0.3997], [0.4025, 0.1606, 0.0428], [-0.3246, 0.3814, 0.1685], [-0.2947, 0.3111, -0.3004], [0.5113, 0.0037, 0.3690], [0.6058, 0.1186, -0.1595], [0.2514, 0.6164, -0.2827], [0.2844, -0.0946, -0.2630], [-0.6227, 0.2934, -0.0153], [-0.4424, -0.3375, 0.3599], [-0.2417, -0.3503, 0.0521], [0.1736, -0.3498, 0.0404], [-0.0539, 0.1313, -0.3754], [-0.3692, -0.0589, -0.2853], [0.5115, 0.4537, 1.4555], [-2.1507, -0.3324, -1.3069], [0.2827, -0.1712, 0.1197], [0.1033, -0.0150, 0.0521], [-0.0789, 0.1563, -0.1170], [0.0169, 0.2023, -0.0623], [-0.1094, -0.0690, -0.0526], [-0.1133, 0.0931, -0.4925], [0.0204, 0.0472, -0.0472], [0.2545, -0.0529, -0.2542], [0.2663, -0.4034, 0.5011], [0.0870, 0.1324, 0.1684], [-0.0590, -0.2487, 0.3265], [0.5515, 0.5255, 0.1305], [-0.0620, 0.1272, 0.0938], [0.1501, -0.0124, 0.2095], [0.1041, -0.4062, 0.1754], [0.5557, -0.3788, 0.4974], [-0.3994, 0.0861, -1.2278], [-0.2460, 0.9265, 0.3268], [1.4462, -0.9832, 0.9306], [-0.2323, -0.0939, 0.2674], [-0.8094, -0.2975, -0.7989], [-1.8111, 1.6761, -1.2117]],
  "multiplicity": 6,
  "lumo_energy_ha": [0.174, 0.174],
  "s_squared": 9.3455,
  "gap_ev": [2.71, 2.72],
  "charge": -2
}


{
  "formula": "C3H7N3O",
  "method": "the ωB97M-V functional and the def2-TZVPD basis",
  "symbols": ["C", "N", "C", "O", "N", "C", "N", "H", "H", "H", "H", "H", "H", "H"],
  "coordinates": [[-1.5966, 2.0514, -0.4378], [-0.5726, 1.2173, 0.1599], [-0.2431, 0.0078, -0.4070], [-0.6862, -0.3847, -1.4683], [0.6799, -0.7042, 0.3596], [1.2526, -1.9491, 0.1278], [1.8833, -2.4977, 1.0914], [-1.5564, 1.9209, -1.5195], [-1.3984, 3.1004, -0.1976], [-2.6067, 1.7893, -0.0978], [-0.3861, 1.3516, 1.1420], [1.0847, -0.2665, 1.1791], [1.9187, -2.2458, -0.6733], [2.2270, -3.3908, 0.7415]],
  "forces_ev_per_angstrom": [[-0.1035, 0.0641, -0.1027], [0.0534, -0.1681, 0.0531], [0.0798, -0.0871, -0.1793], [0.2211, 0.0082, 0.3287], [0.0766, 0.0692, -0.0514], [2.6591, 0.5705, 0.5120], [-1.5262, -0.8227, 1.7534], [-0.0112, 0.0258, 0.1337], [-0.0312, -0.1868, -0.0363], [0.1638, 0.0218, -0.0471], [0.0066, -0.0573, -0.1611], [-0.3632, -0.0856, 0.0234], [-1.8481, 0.3135, -2.3897], [0.6231, 0.3345, 0.1632]],
  "relative_energy_kcal_mol": 34.7,
  "smiles": "[H]/N=C/NC(=O)NC",
  "lumo_energy_ha": 0.029,
  "gap_ev": 10.55,
  "charge": 0
}


{
  "formula": "CH5O4PSi",
  "method": "the ωB97M-V functional and the def2-TZVPD basis",
  "symbols": ["C", "O", "O", "O", "O", "Si", "P", "H", "H", "H", "H", "H"],
  "coordinates": [[2.1808, 0.4332, -0.2390], [-2.7859, 0.9625, -0.1841], [-2.9549, -1.1486, -1.6110], [-2.3964, -1.4382, 0.9410], [-0.5737, -0.1949, -0.7304], [0.4110, 0.1040, 0.4535], [-2.4479, -0.4724, -0.3267], [2.6330, 1.3006, 0.2822], [2.9909, -0.2678, -0.1139], [1.9995, 0.7712, -1.3307], [0.6141, -1.1419, 1.3101], [0.3294, 1.0924, 1.5491]],
  "forces_ev_per_angstrom": [[-0.4135, 1.9846, -1.0910], [-0.5353, 1.2001, 0.8085], [0.6272, 0.5055, 1.1642], [0.1437, 2.4340, -2.3667], [-1.4218, -0.0022, -0.3605], [1.5236, -1.9990, 1.2671], [0.3958, -3.5323, 0.0088], [-0.4479, 0.1429, -0.2041], [-0.1383, -0.9427, -0.4625], [0.6931, -0.7227, 1.4637], [0.0803, 0.2399, -0.0971], [-0.5067, 0.6920, -0.1304]],
  "relative_energy_kcal_mol": 23.0,
  "smiles": "C[SiH2]OP(=O)([O-])[O-]",
  "lumo_energy_ha": 0.234,
  "gap_ev": 6.08,
  "charge": -2
}


{
  "formula": "C4H6BrNS",
  "method": "the ωB97M-V functional and the def2-TZVPD basis",
  "symbols": ["C", "C", "C", "C", "N", "S", "Br", "H", "H", "H", "H", "H", "H"],
  "coordinates": [[0.6414, -0.6953, 1.2678], [1.1022, -1.3999, 0.0805], [-0.8053, 0.2114, -0.1224], [-0.6232, 1.5240, -0.7943], [-0.3007, 0.0968, 1.1676], [-0.1880, -1.1986, -1.1174], [-2.8213, 0.0932, 0.1937], [1.2174, -0.8122, 2.2202], [1.8483, -0.7393, -0.2437], [1.5110, -2.4404, 0.1300], [0.2936, 1.8993, -0.2899], [-1.5044, 2.2299, -0.6525], [-0.3709, 1.2311, -1.8395]],
  "forces_ev_per_angstrom": [[1.5310, -1.4519, 2.3670], [0.4412, -1.7868, -0.7766], [-2.8072, -1.1434, -0.3599], [0.6447, 0.9406, -0.2385], [-0.3560, 1.7966, 1.2311], [-0.8432, -0.1708, -0.3812], [0.1408, -0.4831, -0.3276], [-0.6857, 0.1631, -0.7089], [1.9273, 0.5219, -0.6520], [-0.5357, 0.9603, 0.3280], [-0.4495, 0.4424, -0.6521], [1.4654, -0.8936, -0.3917], [-0.4731, 1.1050, 0.5624]],
  "relative_energy_kcal_mol": 25.0,
  "smiles": "C[C@]1(Br)N=CCS1",
  "lumo_energy_ha": 0.020,
  "gap_ev": 9.61,
  "charge": 0
}